ORCA calculation (the ωB97M-V functional and the def2-TZVPD basis) on a 2-piece molecular cluster, C2H7NS overall in a non-equilibrium geometry.

Output
F_max = 1.68 eV/A
spin multiplicity = 2
total charge = -1
orbital gap (alpha / beta) = 0.1043 / 0.3330 Eh
HOMO energy (alpha / beta) = 1.01 / -5.07 eV

The geometry in XYZ format:
```
11
C2H7NS the ωB97M-V functional and the def2-TZVPD basis
S -1.428 1.122 -0.944
H -0.384 1.942 -0.954
C 0.148 -1.083 1.423
C 2.058 -0.464 0.334
N 1.074 -1.324 0.380
H 0.062 -0.047 1.799
H 0.349 -1.669 2.349
H -0.862 -1.425 1.171
H 2.129 0.395 1.017
H 2.859 -0.496 -0.398
H -1.826 1.503 -2.142
```